# 1
{"formula": "C42H30IN3O4PRuS", "method": "the ωB97M-V functional and the def2-TZVPD basis", "species": ["Ru", "O", "N", "N", "O", "C", "C", "C", "C", "C", "C", "H", "H", "H", "H", "H", "O", "C", "O", "C", "C", "C", "C", "C", "C", "P", "C", "C", "C", "C", "C", "C", "C", "C", "C", "C", "C", "C", "H", "H", "H", "H", "H", "H", "H", "H", "H", "H", "H", "H", "H", "H", "I", "C", "C", "C", "C", "C", "C", "C", "C", "C", "C", "H", "H", "H", "H", "H", "H", "S", "C", "N", "C", "C", "C", "C", "C", "C", "H", "H", "H", "H", "H"], "positions_angstrom": [[-1.11269, -0.62043, 0.06833], [-0.27574, -0.72985, 1.91618], [0.96292, -1.10247, 1.92639], [1.50038, -1.20244, 0.79247], [0.88330, -0.92995, -0.33954], [2.87809, -1.60550, 0.70584], [3.38475, -1.90657, -0.54514], [4.71307, -2.29216, -0.65218], [5.51286, -2.37437, 0.47620], [4.98301, -2.06542, 1.72266], [3.66173, -1.67542, 1.84791], [2.74342, -1.83267, -1.40991], [5.12031, -2.52845, -1.62635], [6.54907, -2.67295, 0.38706], [5.60591, -2.11846, 2.60571], [3.24271, -1.41907, 2.80875], [3.72324, 1.64177, 0.68110], [2.63219, 2.13683, 0.60261], [1.52148, 1.56425, 1.09383], [2.30598, 3.45430, -0.00657], [3.24993, 4.36657, -0.45027], [2.81236, 5.59774, -0.90782], [1.45262, 5.90408, -0.90683], [0.51490, 4.97889, -0.47539], [0.94917, 3.73245, -0.03559], [-0.01540, 2.36607, 0.67301], [-1.61549, 2.50798, -0.25388], [-1.59460, 2.98455, -1.57484], [-2.74291, 3.02790, -2.34516], [-3.94814, 2.58457, -1.81565], [-3.96471, 2.03784, -0.54343], [-2.81077, 1.94524, 0.22833], [-0.46275, 2.84924, 2.35893], [-1.37612, 3.88642, 2.54905], [-1.75283, 4.25929, 3.82862], [-1.22690, 3.59295, 4.92755], [-0.31720, 2.56302, 4.74288], [0.07155, 2.19092, 3.46402], [4.29931, 4.10556, -0.41572], [3.52693, 6.33245, -1.25484], [1.12316, 6.87775, -1.24583], [-0.53787, 5.22993, -0.48398], [-0.66429, 3.32932, -2.00554], [-2.69654, 3.41474, -3.35523], [-4.85671, 2.62999, -2.40130], [-4.88567, 1.62278, -0.14776], [-3.83948, 1.27551, 1.98605], [-1.80214, 4.39891, 1.69492], [-2.46005, 5.06663, 3.96768], [-1.52935, 3.87613, 5.92742], [0.08853, 2.03710, 5.59699], [0.76822, 1.37797, 3.32186], [-1.65210, -0.65058, -2.50021], [-1.40388, -2.73393, -2.50263], [-1.40963, -3.41285, -3.68446], [-1.31112, -4.81971, -3.65900], [-1.25676, -5.47479, -2.46325], [-1.27444, -4.77119, -1.23302], [-1.28063, -5.46227, 0.00201], [-1.33340, -4.76016, 1.16888], [-1.33855, -3.34757, 1.16616], [-1.29910, -2.61242, 0.00323], [-1.30620, -3.34947, -1.23167], [-1.49619, -2.88932, -4.62742], [-1.30002, -5.36976, -4.59083], [-1.20886, -6.55694, -2.43474], [-1.25597, -6.54532, -0.00241], [-1.35688, -5.28463, 2.11668], [-1.36372, -2.83260, 2.11824], [-4.41496, -0.45262, 3.69787], [-2.91604, 1.05915, 1.45576], [-2.90255, -0.31250, 0.89636], [-3.94933, -1.09159, 1.06302], [-4.24074, -2.07281, 0.03600], [-5.41687, -2.72368, 0.00476], [-6.40017, -2.49823, 1.02789], [-6.14756, -1.67585, 2.06550], [-4.86737, -1.02535, 2.22028], [-2.09965, 1.15635, 2.16366], [-3.53198, -2.17613, -0.76708], [-5.64221, -3.39052, -0.81675], [-7.35174, -3.01170, 0.96812], [-6.86158, -1.53682, 2.86554]], "relative_energy_ev": 3.444, "gap_ev": [5.2, 5.5], "lumo_energy_ev": [-1.65, -1.65], "homo_energy_ev": [-6.9, -7.1], "spin_multiplicity": 2, "charge": 0}



# 2
{"formula": "C42H30N7O6ReS", "method": "the ωB97M-V functional and the def2-TZVPD basis", "species": ["Re", "O", "C", "C", "C", "C", "C", "C", "C", "O", "N", "N", "C", "C", "C", "C", "C", "C", "C", "O", "H", "H", "H", "H", "H", "H", "H", "H", "H", "H", "S", "N", "C", "C", "C", "C", "C", "N", "C", "C", "N", "C", "C", "C", "C", "C", "N", "H", "H", "H", "H", "H", "H", "O", "C", "C", "C", "C", "C", "C", "C", "N", "C", "C", "C", "C", "C", "C", "C", "O", "O", "C", "C", "H", "H", "H", "H", "H", "H", "H", "H", "H", "H", "H", "H", "H", "H"], "positions_angstrom": [[-0.71865, -1.02187, 1.01254], [-4.84884, 3.09061, 0.43722], [-5.56852, 2.08555, -0.09525], [-6.88328, 2.37704, -0.45737], [-7.69116, 1.39315, -0.98111], [-7.21468, 0.09286, -1.16275], [-5.90905, -0.19426, -0.83614], [-5.06282, 0.79067, -0.30516], [-3.66395, 0.45785, 0.01324], [-3.30478, -0.75691, -0.45099], [-2.93593, 1.26434, 0.68959], [-1.60003, 0.92743, 1.06641], [-0.98798, 1.98816, 1.45699], [0.32355, 2.06210, 2.04243], [0.82454, 3.35460, 2.32085], [2.03860, 3.53543, 2.92531], [2.78695, 2.39620, 3.27168], [2.31651, 1.13234, 3.02179], [1.06696, 0.94010, 2.41039], [0.64573, -0.30682, 2.24358], [-3.98427, 2.71981, 0.70709], [-7.24208, 3.38641, -0.30653], [-8.71026, 1.63688, -1.25547], [-7.85946, -0.67831, -1.56076], [-5.52214, -1.19168, -0.98870], [-1.53008, 2.92501, 1.35556], [0.21778, 4.21175, 2.04902], [2.40747, 4.52838, 3.14169], [3.75571, 2.51444, 3.74315], [2.88637, 0.25208, 3.29060], [-2.22873, -7.74715, 3.99332], [-2.91990, -6.31817, 4.25921], [-2.22879, -5.43658, 3.55284], [-2.50937, -4.00275, 3.48405], [-3.53344, -3.36742, 4.19237], [-3.69228, -2.00944, 4.05671], [-2.85881, -1.30930, 3.18958], [-1.89986, -1.91542, 2.48606], [-1.70487, -3.24010, 2.66294], [-0.55574, -3.82444, 1.94745], [0.19708, -2.95862, 1.24051], [1.23564, -3.43137, 0.55626], [1.56571, -4.78388, 0.54890], [0.80437, -5.66507, 1.27588], [-0.28185, -5.17396, 2.00453], [-1.15896, -6.00443, 2.82902], [-1.04654, -7.31373, 2.99077], [-4.17472, -3.95150, 4.84062], [-4.45883, -1.47421, 4.59970], [-2.96558, -0.24521, 3.02997], [1.80862, -2.70016, 0.00174], [2.41175, -5.12020, -0.03314], [1.02378, -6.72521, 1.29618], [-1.46003, -2.12275, -0.61508], [-1.94142, -0.93755, -0.65202], [7.17016, 1.43973, -3.40852], [6.11117, 1.84734, -2.41569], [6.43011, 2.70534, -1.37073], [5.48080, 3.06520, -0.42461], [4.18833, 2.58757, -0.54375], [3.85762, 1.74279, -1.59448], [2.50479, 1.27052, -1.65090], [1.62667, 1.54884, -2.65165], [2.01921, 2.38063, -3.72525], [1.15199, 2.67742, -4.74181], [-0.16113, 2.17865, -4.76997], [-0.57216, 1.38931, -3.73687], [0.29428, 1.06032, -2.66780], [-0.22561, 0.25327, -1.59350], [-1.53140, -0.00916, -1.65070], [0.41536, -0.18783, -0.61889], [4.80817, 1.33627, -2.52762], [4.49670, 0.33426, -3.60859], [8.10460, 1.96340, -3.21349], [6.86808, 1.65896, -4.43485], [7.37300, 0.36690, -3.36240], [7.44047, 3.09045, -1.29464], [5.74353, 3.73000, 0.38924], [3.41979, 2.87372, 0.16374], [2.13897, 0.82767, -0.82603], [3.01775, 2.79406, -3.72113], [1.49281, 3.32337, -5.54239], [-0.83039, 2.42236, -5.58224], [-1.57943, 0.99757, -3.72442], [3.47591, -0.03443, -3.55143], [5.16709, -0.52450, -3.52948], [4.64333, 0.75527, -4.60640]], "relative_energy_ev": 0.000, "gap_ev": [6.5, 6.5], "lumo_energy_ev": [-3.38, -3.64], "homo_energy_ev": [-9.9, -10.2], "spin_multiplicity": 2, "charge": 1}



# 3
{"formula": "C42H31BrClN3O7PS4Sc", "method": "the ωB97M-V functional and the def2-TZVPD basis", "species": ["Sc", "Cl", "C", "C", "C", "C", "O", "C", "C", "N", "C", "C", "C", "C", "C", "C", "C", "C", "N", "C", "C", "H", "H", "H", "H", "H", "H", "H", "H", "H", "H", "Br", "C", "C", "C", "C", "C", "C", "C", "O", "O", "H", "H", "H", "H", "S", "P", "S", "C", "C", "C", "C", "C", "C", "C", "C", "C", "C", "C", "C", "H", "H", "H", "H", "H", "H", "H", "H", "H", "H", "O", "S", "N", "C", "C", "C", "C", "C", "C", "C", "S", "O", "O", "O", "H", "H", "H", "H", "H", "H", "H"], "positions_angstrom": [[0.53681, 0.39296, -0.97103], [5.21948, -2.43201, 3.95341], [4.32413, -1.90469, 2.54073], [4.08461, -2.81224, 1.50443], [3.38355, -2.42038, 0.39206], [2.86868, -1.10693, 0.27655], [2.18052, -0.77231, -0.76455], [3.15730, -0.19174, 1.32484], [2.84526, 1.21413, 1.21454], [2.23697, 1.72566, 0.20998], [2.08123, 3.11223, 0.05403], [2.22332, 4.08063, 1.01378], [2.03625, 5.43948, 0.68888], [1.70870, 5.82118, -0.58270], [1.53524, 4.84493, -1.59016], [1.14808, 5.15445, -2.91971], [0.97129, 4.14773, -3.81486], [1.15087, 2.80664, -3.38940], [1.50390, 2.48747, -2.17260], [1.71428, 3.48939, -1.27084], [3.87640, -0.61355, 2.45210], [4.44835, -3.82865, 1.59074], [3.17656, -3.10770, -0.41684], [3.24244, 1.84334, 2.01699], [2.43286, 3.80816, 2.03849], [2.13570, 6.18297, 1.47001], [1.54354, 6.86394, -0.82651], [0.97484, 6.18943, -3.19275], [0.64710, 4.33285, -4.82905], [0.96107, 1.98967, -4.07655], [4.06791, 0.08751, 3.25471], [-4.40700, 7.32310, -2.01311], [-3.27507, 6.08565, -1.09492], [-2.86200, 6.39530, 0.19200], [-2.03852, 5.49752, 0.85510], [-1.63869, 4.31934, 0.23854], [-2.06189, 4.03282, -1.05249], [-2.89032, 4.92355, -1.72923], [-1.59002, 2.77321, -1.76302], [-1.87740, 2.62082, -2.94804], [-0.89764, 1.99325, -1.03125], [-3.18293, 7.31489, 0.66219], [-1.70783, 5.71509, 1.86276], [-1.01299, 3.60297, 0.75841], [-3.19990, 4.68827, -2.73782], [-2.19384, -5.12081, -2.11638], [-0.65006, -4.39393, -1.10225], [-0.65721, -2.58110, -0.28742], [0.86239, -4.57965, -2.13756], [1.33410, -5.84882, -2.46864], [2.46218, -5.99869, -3.25745], [3.12482, -4.87631, -3.74271], [2.65103, -3.61122, -3.43194], [1.52708, -3.46378, -2.62720], [-0.25234, -5.56064, 0.26977], [0.86319, -5.31896, 1.06840], [1.17613, -6.16093, 2.12150], [0.36488, -7.25638, 2.39897], [-0.75206, -7.49746, 1.61536], [-1.05688, -6.65467, 0.55165], [0.80639, -6.72307, -2.10411], [2.82601, -6.99115, -3.49869], [4.00643, -4.99151, -4.36336], [3.15435, -2.72780, -3.80476], [1.16850, -2.47821, -2.36510], [1.46822, -4.44226, 0.87683], [2.04227, -5.95312, 2.73856], [0.60079, -7.91169, 3.22987], [-1.39294, -8.34490, 1.83117], [-1.91931, -6.83295, -0.07895], [-0.31602, 0.50103, -5.28906], [-0.91824, -0.02612, -4.05563], [-0.09370, -0.15203, -2.85058], [-6.37184, 0.49575, 3.06539], [-4.88394, 0.56674, 2.85163], [-4.00402, 0.35449, 3.90545], [-2.63123, 0.43524, 3.71845], [-2.13535, 0.73275, 2.46058], [-2.99392, 0.94284, 1.39140], [-4.36080, 0.85719, 1.59466], [-0.39073, 0.88605, 2.22261], [0.25977, 0.21729, 3.32287], [-0.08849, 2.29861, 2.09414], [-0.17865, 0.15289, 0.93206], [-6.62034, -0.18624, 3.87935], [-6.88345, 0.15109, 2.16672], [-6.77907, 1.47784, 3.31835], [-4.39529, 0.10324, 4.88543], [-1.93867, 0.24674, 4.52631], [-2.58503, 1.15231, 0.41159], [-5.03014, 1.00196, 0.75488]], "relative_energy_ev": 0.000, "gap_ev": 6.1, "lumo_energy_ev": 3.53, "homo_energy_ev": -2.6, "charge": -2}